Record 1
115
Properties=species:S:1:pos:R:3 method="wB97M-V/def2-TZVPD" max_force_ev_per_a=4.885 homo_lumo_gap_ev=7.836 e_tot_ev=-152180.8862 multiplicity=1
C 2.29756 -2.37550 3.21864
O 3.42994 -1.45809 3.15295
C 3.10633 -0.24875 2.48708
O 2.77144 -0.31668 1.27745
O 3.24448 0.95364 3.22656
C 1.96089 1.59009 3.48793
C 0.95108 0.69548 4.35620
C -0.16344 -0.07552 3.50794
C -1.18948 -0.99137 4.28103
C -2.26922 -1.77156 3.45840
C -2.36625 -1.68120 1.90120
C -1.36976 -0.78540 1.13235
C -0.30001 0.00771 1.97261
H 2.02666 -2.49296 4.33472
H 2.66320 -3.42127 2.88303
H 1.41024 -2.09222 2.56213
H 2.19735 2.52079 4.13407
H 1.47053 2.02003 2.53264
H 0.41397 1.38179 5.11776
H 1.53029 -0.07030 4.99886
H -1.16749 -1.09846 5.41462
H -3.05400 -2.42055 3.97948
H -3.14464 -2.24003 1.27655
H -1.36433 -0.67522 -0.01375
H 0.40196 0.66938 1.34001
C 4.60522 -2.72444 -0.30411
S 3.47052 -3.73218 -1.28259
O 3.63083 -5.15145 -0.83523
C 4.36353 -3.55170 -2.84131
H 4.26261 -2.72443 0.73136
H 5.61231 -3.14348 -0.35358
H 4.60408 -1.70175 -0.68479
H 5.38371 -3.91683 -2.73051
H 4.37135 -2.50149 -3.13682
H 3.84930 -4.13817 -3.60415
C -5.73850 2.19733 2.55078
S -6.19074 0.50696 2.10986
O -4.93147 -0.30036 2.10524
C -6.60759 0.87153 0.39222
H -5.40177 2.20514 3.58880
H -4.93187 2.54476 1.90543
H -6.60795 2.84838 2.44810
H -5.74624 1.30850 -0.11494
H -7.45116 1.56283 0.36082
H -6.88535 -0.06040 -0.10213
C -0.08871 -6.00021 -0.11373
S -0.58403 -4.47346 -0.93794
O -1.06361 -3.52786 0.11823
C -2.04250 -5.16702 -1.74744
H 0.79558 -5.79476 0.49141
H -0.89414 -6.35453 0.53001
H 0.15345 -6.75575 -0.86145
H -2.72559 -5.57372 -0.99937
H -1.73499 -5.95140 -2.44124
H -2.54244 -4.37064 -2.30034
C -3.54348 3.60828 -2.25251
S -5.12750 4.44096 -2.01086
O -6.11863 3.40393 -1.58804
C -5.41900 4.78896 -3.75765
H -3.18254 3.26434 -1.28203
H -3.67036 2.75153 -2.91706
H -2.82452 4.31091 -2.67789
H -5.42691 3.85755 -4.32708
H -4.63582 5.45207 -4.13206
H -6.38747 5.28138 -3.85517
C 9.56099 -3.89398 -2.57064
S 8.13967 -2.93746 -1.99991
O 7.22180 -2.75976 -3.16655
C 9.03840 -1.38689 -1.77767
H 9.22438 -4.90342 -2.80975
H 9.98642 -3.43232 -3.46354
H 10.31004 -3.94077 -1.77822
H 9.49680 -1.08376 -2.72076
H 9.80504 -1.51721 -1.01185
H 8.33181 -0.62130 -1.45527
C -2.03215 -10.69383 1.61655
S -0.95520 -9.24470 1.66188
O -0.74667 -8.79775 0.25056
C 0.53042 -10.13568 2.17218
H -3.02087 -10.37901 1.28072
H -1.63157 -11.43407 0.92158
H -2.10947 -11.12130 2.61783
H 0.76882 -10.91113 1.44193
H 0.36752 -10.58200 3.15481
H 1.35620 -9.42569 2.22989
C -2.06985 3.65217 2.63465
S -3.46843 4.64268 3.20579
O -4.38392 4.84030 2.04007
C -2.53265 6.17214 3.42290
H -2.42961 2.64911 2.39808
H -1.63484 4.10221 1.74013
H -1.32071 3.58984 3.42588
H -2.06880 6.46198 2.47832
H -1.76785 6.02526 4.18754
H -3.22025 6.95521 3.74482
C 1.95433 4.43128 -1.38821
S 1.86277 3.80291 0.30233
O 0.97328 4.72367 1.07540
C 3.56815 4.20370 0.74013
H 0.97394 4.31775 -1.85249
H 2.23129 5.48711 -1.37871
H 2.69011 3.85454 -1.95135
H 3.74298 5.27397 0.61504
H 4.24986 3.63469 0.10567
H 3.73073 3.92892 1.78305
C -2.28764 8.92477 -4.90663
S -3.43256 7.93471 -5.89145
O -3.29490 6.51445 -5.44464
C -2.53001 8.10187 -7.44660
H -2.63541 8.92869 -3.87289
H -1.28687 8.49128 -4.95110
H -2.27154 9.94775 -5.28660
H -1.51398 7.72032 -7.33039
H -2.50560 9.15226 -7.74189
H -3.04936 7.52332 -8.21128

---

Record 2
127
Properties=species:S:1:pos:R:3 method="wB97M-V/def2-TZVPD" max_force_ev_per_a=11.005 charge=+3 homo_lumo_gap_ev="4.275 / 2.365" e_tot_ev=-285588.1305 multiplicity=4
C 10.03073 3.09814 -0.27922
C 10.04294 4.27971 -1.30390
C 9.40968 5.65085 -0.84096
C 10.33594 6.42695 0.13453
C 11.61470 6.80523 -0.53648
C 12.37362 5.51116 -0.98594
N 11.47368 4.61786 -1.81019
O 12.12485 3.49057 -2.32800
C 13.05109 4.77446 0.19509
C 13.50737 6.02614 -1.95273
C 9.22081 3.79505 -2.51485
H 9.01055 2.95205 0.07573
H 10.61427 3.29692 0.61971
H 10.35062 2.13814 -0.68440
H 8.44784 5.49635 -0.35197
H 9.14470 6.38915 -1.59779
H 10.42888 5.88223 1.07407
H 9.75874 7.29924 0.44122
H 12.32738 7.31671 0.11050
H 11.54804 7.52504 -1.35228
H 12.33299 4.62409 1.00121
H 13.84949 5.33650 0.67960
H 13.39058 3.78904 -0.12396
H 13.12445 6.30975 -2.93305
H 14.29882 5.29378 -2.11193
H 13.95487 6.93495 -1.55036
H 9.48028 4.45624 -3.34164
H 8.14954 3.98057 -2.43692
H 9.29656 2.75336 -2.82670
Ni 15.52702 7.14416 4.12659
N 14.91898 5.39866 4.75862
S 15.47405 4.22381 5.60727
O 16.18893 3.18065 4.88441
O 14.79609 3.89543 6.86836
F 16.69870 5.07894 6.22686
S 13.62239 4.42554 4.35371
O 12.56514 4.28661 5.34790
O 13.81561 3.29508 3.47881
F 12.95960 5.43018 3.33767
C 16.64999 3.79131 1.68542
N 17.69398 4.68896 2.19518
O 17.41665 5.58191 3.00948
O 18.81587 4.51512 1.75447
H 16.62971 3.87181 0.59858
H 15.70788 4.15972 2.09138
H 16.87215 2.79793 2.07521
C 18.71642 1.04593 4.77062
N 18.04830 -0.28732 4.62962
O 17.54551 -0.55296 3.55680
O 17.99124 -0.93637 5.63878
H 19.37329 1.00606 5.63954
H 17.90110 1.76645 4.83557
H 19.21776 1.30272 3.83744
C 14.45746 0.43049 1.78110
N 13.81120 1.27598 0.69466
O 12.57682 1.33175 0.59063
O 14.63767 1.87135 -0.00539
H 13.82396 -0.42280 2.02332
H 14.41393 0.99391 2.71317
H 15.48971 0.11242 1.63483
C 14.03096 1.29851 8.94569
N 13.64574 0.81912 7.55399
O 12.48125 0.46570 7.40205
O 14.49812 0.96877 6.67214
H 13.13715 1.22690 9.56543
H 14.18080 2.37591 8.87614
H 14.89942 0.73166 9.28119
C 18.96363 3.36857 9.76445
N 18.28700 2.79600 8.53544
O 17.45597 1.92669 8.64443
O 18.50900 3.31514 7.48186
H 18.18789 3.53745 10.51133
H 19.52409 4.29861 9.66953
H 19.59915 2.58503 10.17709
Br 9.46087 0.95878 2.68845
C 10.85111 1.21838 4.06654
C 11.18673 -0.16272 4.66387
Br 9.67170 -0.70953 5.90191
H 10.40543 1.85577 4.83022
H 11.73314 1.70273 3.64757
H 12.05676 -0.05948 5.31232
H 11.33453 -0.88611 3.86203
C 19.78839 7.29868 11.00202
C 18.53806 6.42262 11.36603
O 17.69129 6.34559 10.22789
C 16.34286 6.08570 10.62859
C 15.60920 5.59736 9.30430
H 20.10268 7.31426 9.95843
H 19.51876 8.34928 11.10997
H 20.64394 7.11014 11.65054
H 18.94008 5.41864 11.50206
H 18.09279 6.85078 12.26409
H 16.31505 5.33529 11.41867
H 15.89377 7.03531 10.91953
H 14.54847 5.47903 9.52551
H 16.03653 4.65749 8.95483
H 15.79858 6.34053 8.52974
C 12.95222 8.38190 8.07453
C 12.44408 6.94079 7.59304
O 11.75789 6.33677 8.64484
C 11.09502 5.14995 8.31003
C 10.37405 4.63424 9.61801
H 13.46918 8.80725 7.21434
H 12.14067 9.01446 8.43420
H 13.56716 8.37121 8.97443
H 11.83356 6.96367 6.69035
H 13.37759 6.40580 7.41857
H 10.31760 5.36372 7.57654
H 11.84015 4.44653 7.93841
H 10.96564 4.81562 10.51536
H 10.05238 3.60829 9.43899
H 9.49204 5.26620 9.72180
C 19.76312 6.27536 5.41044
C 21.06989 6.99623 5.65512
O 22.13224 6.16421 5.16638
C 23.44719 6.65860 5.09728
C 24.27220 5.68708 4.25563
H 19.68686 5.28961 5.86933
H 18.87180 6.83859 5.68690
H 19.68517 6.15266 4.33018
H 21.07173 7.96052 5.14693
H 21.27792 7.20096 6.70531
H 23.38815 7.58089 4.51936
H 23.69777 6.87143 6.13652
H 25.21529 6.14409 3.95593
H 23.80245 5.47393 3.29542
H 24.46656 4.77043 4.81247

---

Record 3
131
Properties=species:S:1:pos:R:3 method="wB97M-V/def2-TZVPD" max_force_ev_per_a=4.897 charge=-1 homo_lumo_gap_ev="3.186 / 6.855" e_tot_ev=-146729.1919 multiplicity=2
C -3.20320 -2.28625 0.11884
C -1.91367 -2.19318 -0.68822
O -1.07737 -1.10866 -0.11282
C 0.17896 -0.97310 -0.57790
O 0.58516 -1.31881 -1.64734
O 0.76194 -0.00969 0.22300
C 1.96079 0.60154 -0.17828
H -3.52522 -1.36213 0.59883
H -3.09132 -2.90123 1.01182
H -4.05506 -2.85056 -0.26062
H -2.27453 -2.16781 -1.71644
H -1.38697 -3.12472 -0.48105
H 2.70579 0.10578 -0.80062
H 2.38342 1.08267 0.70376
H 1.66792 1.42319 -0.83191
C 5.12901 0.00371 2.96765
C 4.04764 0.89106 3.26237
C 2.71671 0.40743 3.11864
C 2.50470 -0.95428 3.06708
C 3.49904 -1.79922 2.70785
C 4.79940 -1.34185 2.68293
N 1.17177 -1.43856 3.52953
O 0.28823 -0.69143 3.96822
O 0.96491 -2.64634 3.53982
H 6.13900 0.37788 2.88824
H 4.29669 1.92967 3.42254
H 1.83454 1.01773 3.24398
H 3.34925 -2.85665 2.54718
H 5.44551 -2.20423 2.61071
C 4.47235 4.60189 0.53597
O 3.10951 4.50524 0.12657
P 2.00613 4.66480 1.24364
O 2.22777 3.82433 2.44848
O 1.98634 6.24315 1.57627
C 1.99009 7.24237 0.70466
O 0.59593 4.36020 0.48749
C 0.57711 4.20218 -0.94948
H 4.89464 5.56376 0.24518
H 4.92765 3.91869 -0.18099
H 4.62921 4.47859 1.60754
H 1.63885 7.06696 -0.31218
H 2.95502 7.74199 0.79073
H 1.22018 7.96494 0.97526
H 0.41411 3.12607 -1.00873
H 1.53170 4.32856 -1.46024
H -0.35745 4.61385 -1.33055
C -6.41006 2.33519 2.58216
O -5.15878 2.25833 1.92594
P -4.72603 3.32874 0.76691
O -4.16679 4.65441 1.22932
O -3.70108 2.37385 -0.09654
C -2.56088 1.69494 0.40323
O -6.00583 3.36866 -0.16985
C -6.42000 2.19995 -0.98798
H -6.52035 1.68473 3.44983
H -7.24700 2.20855 1.89545
H -6.49957 3.39122 2.83692
H -1.78184 2.14966 -0.20868
H -2.73797 0.62638 0.28120
H -2.43479 2.03799 1.43013
H -7.27656 1.74576 -0.48986
H -5.62504 1.52681 -1.30897
H -6.91230 2.43435 -1.93180
C 3.84398 2.57544 -7.08642
O 4.02673 1.66617 -5.98196
P 3.30737 0.17695 -5.92955
O 1.80285 0.15596 -6.15389
O 4.15099 -0.63010 -7.02391
C 4.04857 -2.06412 -7.09747
O 3.83569 -0.53124 -4.53570
C 2.93884 -0.66900 -3.40849
H 2.85516 2.23525 -7.39398
H 4.55208 2.60080 -7.91470
H 3.65525 3.51023 -6.55855
H 3.53227 -2.53879 -6.26308
H 5.05069 -2.48715 -7.16744
H 3.49390 -2.35687 -7.98894
H 2.09885 -0.00011 -3.22113
H 3.61739 -0.60963 -2.55751
H 2.63117 -1.71463 -3.39857
C 8.77218 2.74105 -0.18546
O 7.31345 2.84158 -0.32885
P 6.47751 1.60363 -0.94092
O 4.97157 1.74929 -0.95713
O 7.22825 1.28537 -2.36580
C 6.55245 1.42409 -3.54082
O 7.01814 0.37909 -0.03669
C 6.86191 -1.08413 -0.38695
H 9.31165 3.38662 -0.87852
H 9.15223 1.74800 -0.42531
H 9.16832 3.10010 0.76441
H 7.02018 1.66536 -4.49535
H 5.80423 2.21339 -3.61329
H 6.11991 0.43248 -3.67388
H 5.85553 -1.50238 -0.40596
H 7.27439 -1.67430 0.43138
H 7.38522 -1.28565 -1.32164
C -7.58659 -3.79100 -1.97807
O -7.68468 -4.06234 -0.52926
P -7.93490 -2.87118 0.55113
O -9.27702 -2.21255 0.49036
O -7.60138 -3.62354 1.86672
C -8.60618 -4.33048 2.59193
O -6.71854 -1.76797 0.34880
C -6.37930 -0.79236 1.37428
H -7.99292 -4.59605 -2.59035
H -6.55979 -3.64891 -2.31514
H -8.14645 -2.90698 -2.28328
H -9.59980 -4.08419 2.21756
H -8.54019 -4.28890 3.67913
H -8.46133 -5.41004 2.55085
H -5.37296 -1.04581 1.70767
H -6.95289 -0.77292 2.30095
H -6.34859 0.21823 0.96701
C -2.14334 -2.58872 5.08615
O -2.18000 -3.15927 3.77788
P -2.22265 -4.78131 3.54784
O -1.46591 -5.63671 4.50597
O -1.76952 -4.94617 2.01436
C -0.42916 -4.93993 1.61423
O -3.79488 -5.18069 3.42678
C -4.71719 -4.40625 2.61819
H -1.53645 -3.13864 5.80544
H -3.18852 -2.70972 5.37088
H -1.88394 -1.53607 5.19906
H -0.16086 -5.68067 0.86095
H 0.23883 -5.10870 2.45886
H -0.08371 -3.93653 1.36534
H -5.68960 -4.86059 2.80810
H -4.63595 -4.40035 1.53124
H -4.83988 -3.42454 3.07569